16
Properties=species:S:1:pos:R:3:forces:R:3:nbo_charge:R:1 method="wB97M-V/def2-TZVPD" charge=0 homo_ev=-8.719 gap_ev=9.70 lumo_energy_ev=1.0
H 2.5004 0.7622 0.4407 0.27 1.59 -0.24 0.362
N 1.6766 0.8424 -0.1535 0.26 -2.51 0.52 -0.782
C 0.6206 0.8124 0.5583 -2.33 0.31 -0.86 0.504
C 0.4253 1.7436 1.6843 1.26 0.01 1.46 -0.718
N -0.5267 -0.0179 0.2424 2.84 1.00 -0.19 -0.618
C -0.0719 -0.9159 -0.8155 -2.12 0.61 -1.20 -0.227
C -1.1653 -1.7705 -1.3883 -2.21 -0.81 1.58 -0.624
H -0.4834 1.7935 2.2848 -0.35 -0.13 -0.72 0.230
H 1.1265 1.2462 2.3756 0.19 0.83 0.40 0.239
H 0.8118 2.7284 1.3697 -0.27 -0.44 0.55 0.237
H -1.2566 0.6010 -0.0380 -1.05 0.20 -0.06 0.371
H 0.1912 -0.3133 -1.6829 1.30 -0.17 0.24 0.198
H 0.6821 -1.5178 -0.3634 0.84 -0.21 -0.25 0.205
H -2.0462 -1.8903 -0.6889 1.14 -0.34 -0.07 0.201
H -1.7225 -1.3533 -2.2125 0.52 0.26 -0.81 0.204
H -0.7618 -2.7506 -1.6128 -0.27 -0.19 -0.35 0.217